1.
ORCA calculation (the ωB97M-V functional and the def2-TZVPD basis) on a 8-piece molecular cluster, C16H30Cl12N2 overall in a non-equilibrium geometry.

Structure (XYZ):
```
60
Properties=species:S:1:pos:R:3:forces:R:3
Cl -0.511 -3.382 0.523 0.1998 0.0419 -0.0511
Cl -1.146 -3.438 -3.720 0.1072 0.1234 -0.5099
Cl 5.509 0.341 1.952 -0.0465 -0.2325 0.3027
Cl 5.598 -2.268 -0.905 0.1043 -0.3888 -0.0574
Cl -0.684 6.340 2.205 -0.3973 -0.2656 -0.0297
Cl -3.075 -0.184 -2.824 0.1294 -0.5207 -0.2873
Cl 7.417 3.092 0.886 -0.1209 -0.0240 0.0691
Cl -6.046 -0.709 -5.851 -0.0160 -0.0449 -0.2453
Cl 3.000 -4.473 0.177 -0.1110 0.1460 -0.1202
Cl 0.062 -2.166 4.759 0.0044 0.0256 0.1392
Cl -1.703 3.589 3.705 -0.0811 -0.1292 0.0742
Cl 1.458 1.536 3.009 -0.1085 -0.0614 0.0446
N -3.704 1.917 -0.396 0.0290 0.0751 0.0582
N 2.154 0.456 -0.322 -0.4012 0.2204 0.0267
C -0.451 0.428 -0.210 -0.1631 0.8443 0.0632
C -2.085 3.919 2.004 -0.7750 0.5074 -0.2126
C 5.781 2.550 0.389 0.3006 0.6804 -0.7635
C -1.044 4.785 1.360 1.3742 0.1787 0.0819
C -0.314 -3.018 -1.215 -0.9524 0.6424 -0.1634
C 3.830 -2.105 -0.923 -0.2929 0.4449 0.1569
C 5.668 1.053 0.346 -0.5634 0.0218 -0.5584
C 1.488 -0.025 3.914 0.2991 0.2651 -0.8764
C 0.161 -0.715 3.718 -0.1789 -0.0344 0.2904
C 1.007 0.462 -0.256 0.1491 -0.4036 0.0358
C 3.139 -2.685 0.277 -0.1562 -0.1315 1.1234
C -1.374 -3.766 -1.996 -0.0149 -0.5012 -0.0440
C -4.716 0.028 -4.917 -0.0480 -0.4231 -0.0896
C -4.607 -0.172 0.857 0.1692 -0.2948 0.3541
C -4.125 0.994 0.140 0.0526 0.1296 -0.0113
C -4.199 -1.015 -3.955 -0.5897 -0.4156 0.5208
H -3.798 -1.898 -4.455 0.8032 0.5032 -0.1272
H -0.654 -0.041 3.972 -0.0615 -0.1154 0.0642
H 2.147 -2.256 0.440 -0.1351 -0.2279 -0.6575
H -0.860 -0.201 -0.996 0.0375 0.1112 0.0511
H -0.841 0.137 0.764 0.2536 -0.2459 0.0295
H -5.141 0.900 -4.435 0.1686 0.0142 0.2058
H 0.024 -1.105 2.713 0.1537 0.2742 -0.1493
H -0.562 -1.963 -1.339 0.3194 -0.1977 0.0661
H -3.066 4.393 1.936 0.0719 0.0185 0.3063
H -3.870 -0.974 0.795 -0.0265 0.0046 -0.1486
H -2.185 2.970 1.485 0.2678 -0.0425 -0.0897
H -1.247 5.079 0.335 -0.4024 -0.2769 -0.0342
H -5.556 -0.532 0.469 -0.0278 0.0904 -0.0525
H -4.973 -1.483 -3.343 -0.2340 0.6161 0.0854
H -4.708 0.070 1.915 -0.1442 0.0561 -0.0560
H 5.617 2.945 -0.618 0.2723 -0.2019 -0.0453
H 3.404 -2.570 -1.810 0.3211 -0.0011 -0.1767
H -2.380 -3.428 -1.761 0.0792 0.1027 0.2594
H -0.084 4.265 1.380 -0.0851 -0.0208 -0.0985
H 3.656 -1.033 -0.963 -0.1637 -0.1719 0.0277
H -1.341 -4.846 -1.877 0.1814 0.0532 0.1536
H 5.060 3.101 0.986 -0.0393 -0.5365 0.4468
H 6.490 0.569 -0.176 0.2804 0.2344 0.2365
H -3.912 0.312 -5.590 -0.1570 0.1298 -0.1182
H 2.287 -0.593 3.444 0.0980 -0.0873 0.2769
H 1.737 0.239 4.934 -0.1865 -0.2484 0.1542
H 3.591 -2.503 1.254 0.6292 0.1366 -0.3825
H 0.699 -3.172 -1.573 0.0688 -0.4167 0.2438
H -0.808 1.449 -0.369 -0.0755 -0.0747 -0.1487
H 4.786 0.797 -0.246 -0.1697 0.0452 0.3566
```
Forces are in eV/Å.

Output
Kohn-Sham gap   10.4 eV
SMILES string   ClCCCl.ClCCCl.ClCCCl.ClCCCl.ClCCCl.ClCCCl.CC#N.CC#N

Results of the Löwdin charge analysis, in e, for atoms 1 through 6:
1 Cl 0.5779
2 Cl 0.5774
3 Cl 0.5501
4 Cl 0.5743
5 Cl 0.5134
6 Cl 0.5817

2.
ORCA calculation (the ωB97M-V functional and the def2-TZVPD basis) on an isolated ion of composition C5H15N5OS and charge +2 in a non-equilibrium geometry.

Structure (XYZ):
```
27
Properties=species:S:1:pos:R:3:forces:R:3
S 1.041 -2.162 3.098 1.8608 -2.5170 3.5436
O 1.339 1.466 0.146 -0.6665 -1.0129 -0.5436
N -0.877 -0.763 2.100 -2.4607 1.5718 -0.1758
N 1.102 -0.329 -1.380 0.9678 0.9512 0.8292
N 1.154 -0.834 0.865 1.4870 1.3146 -0.9335
N -1.521 0.253 1.323 1.2690 2.6063 0.6078
N 2.527 -0.002 -1.603 -2.1362 2.2516 -2.1174
C -1.258 1.536 -0.756 -2.3009 -0.8019 0.1748
C -1.622 -0.986 -0.754 2.4105 2.6160 -0.6155
C -0.933 0.217 -0.091 0.9462 0.3664 -0.6361
C 0.406 -1.270 1.932 -2.2339 2.0234 -2.3701
C 0.761 0.201 -0.060 -3.2698 -2.3697 0.5130
H 0.462 -0.050 -2.109 0.5359 0.6526 -0.6567
H -1.431 1.337 1.626 0.1450 -2.5335 -0.0085
H 1.778 1.369 0.983 0.5353 0.6104 0.9969
H 2.815 1.103 -1.527 -0.8585 -3.1500 -0.4407
H -2.571 0.073 1.395 1.5751 0.1455 -0.6941
H -2.368 1.472 -0.896 0.7630 0.9823 0.1486
H 2.953 -0.536 -0.893 1.3861 -0.7801 0.9615
H 2.142 -0.817 1.098 0.0787 -0.0200 0.1420
H -0.865 2.371 -0.234 -0.3375 0.8733 1.2592
H -1.214 -1.870 -0.498 2.0857 -3.0038 0.8902
H -1.468 -0.851 -1.789 -0.4590 -0.1600 -1.3363
H -0.849 1.794 -1.704 0.4431 -0.8645 -1.2171
H -1.570 -1.065 2.740 0.2484 -1.1249 0.9000
H -2.596 -1.168 -0.501 -2.9069 0.5835 0.4184
H 2.663 -0.490 -2.510 0.8921 0.7893 0.3604
```
Forces are in eV/Å.

Output
Kohn-Sham gap (alpha / beta)   5.7 / 7.0 eV
2S+1   3
Charge   +2

Results of the Löwdin charge analysis, in e, for atoms 1 through 6:
1 S 0.9734
2 O 0.0706
3 N 0.0260
4 N 0.0690
5 N 0.0457
6 N 0.1016

3.
ORCA calculation (the ωB97M-V functional and the def2-TZVPD basis) on C3H4N2O as an isolated structure.

Structure (XYZ):
```
10
Properties=species:S:1:pos:R:3:forces:R:3
O -0.172 -0.908 1.718 -0.1459 0.1067 -0.0640
N -1.302 -0.784 1.242 0.1902 0.0009 -0.2489
N 1.689 -0.259 -0.448 -0.1064 0.1384 0.1935
C -1.404 -0.182 0.017 -0.3255 -0.2101 0.0649
C 0.505 0.255 -0.236 0.0048 0.3592 -0.0430
C -0.565 0.966 -0.347 0.4222 -0.1232 0.0492
H 2.337 0.218 -1.063 -0.1507 -0.3298 -0.1966
H 2.079 -0.874 0.254 -0.0652 0.1757 0.0328
H -2.318 -0.413 -0.526 0.1693 0.0047 0.0135
H -0.848 1.980 -0.610 0.0072 -0.1225 0.1988
```
Forces are in eV/Å.

Output
Kohn-Sham gap (alpha / beta)   8.6 / 8.6 eV

Results of the Löwdin charge analysis, in e, for atoms 1 through 6:
1 O -0.0967
2 N -0.0944
3 N 0.1470
4 C -0.1649
5 C -0.1509
6 C -0.0757

4.
ORCA calculation (the ωB97M-V functional and the def2-TZVPD basis) on a 6-piece molecular cluster, C28H31BrF5O18P overall in a non-equilibrium geometry.

Structure (XYZ):
```
84
Properties=species:S:1:pos:R:3:forces:R:3
Br 0.529 0.277 6.848 -0.1823 -0.2333 -0.8222
P 1.981 -0.263 5.199 1.3016 -1.0588 -1.0142
F -1.774 1.042 8.774 -0.1879 0.0134 -0.0710
F -0.787 -7.260 -3.856 -0.1396 0.0697 -0.0125
F -6.534 0.149 -2.058 -0.1978 0.0292 -0.0152
F 6.295 -4.019 -5.966 -0.0948 0.1450 -0.0307
F -1.097 -2.634 -5.566 -0.1455 -0.0948 -0.1719
O 0.195 -0.302 -3.407 -0.8317 -0.0808 0.0818
O 3.560 2.253 0.897 -3.2506 -0.2599 2.1375
O -2.266 3.688 12.288 0.3838 -0.4195 -0.6839
O -3.612 3.468 -2.207 -0.3326 -0.6277 -0.1378
O 5.942 -7.332 -5.168 -0.2928 0.1676 -0.5281
O 1.934 -5.753 -5.290 -0.2096 0.4773 0.4923
O 5.438 -5.905 -6.840 -0.1763 -0.3988 0.5935
O -5.350 2.054 -1.917 0.1902 0.0974 -0.6900
O 0.390 -5.351 -3.701 0.3816 0.2512 -0.6762
O -0.484 3.367 10.935 -0.6097 -0.1008 0.0126
O 2.122 -3.925 -3.975 -0.2315 -0.7018 -0.2136
O -1.569 0.003 -2.028 0.3162 -0.6099 -0.9487
O 1.703 -1.870 4.620 -0.1851 1.7915 0.9299
O -0.737 0.675 3.795 2.5384 1.7835 -2.1818
O 5.081 -8.121 -7.104 0.2803 0.6469 0.4956
O -2.443 2.350 10.475 0.4406 0.5396 -0.1251
O -1.761 -1.338 -3.851 0.3708 0.6148 -0.0647
O -3.818 1.643 -3.521 -0.3820 0.4146 0.3639
C 2.826 1.211 2.949 -3.2577 -0.1679 0.8503
C -2.649 1.672 1.620 0.2912 0.0280 -0.4703
C -0.259 2.495 9.835 0.9434 0.1274 -0.2519
C 5.454 -7.206 -6.435 -0.2706 -1.1928 -0.7462
C 2.565 2.080 1.648 2.1357 -0.0167 -1.2982
C -1.089 -0.500 -3.003 -0.1855 0.7755 1.5333
C -4.204 2.480 -2.519 1.0188 0.9792 0.3742
C -1.952 4.039 2.551 -0.3352 0.8669 -1.6883
C 0.414 -1.169 -4.513 0.9747 0.0024 -0.2888
C -4.699 0.530 -3.478 0.3199 -0.7936 -0.6914
C 1.127 2.673 1.258 -1.5393 -1.0268 1.1811
C -0.047 2.247 1.953 2.3859 0.5953 -0.9675
C -1.777 3.181 11.325 -0.4059 0.6169 1.3511
C 1.058 -6.874 -5.260 0.2595 -0.7370 -0.7180
C 5.599 -5.141 -5.661 0.1561 0.6686 -0.2923
C 1.667 0.799 3.650 0.8597 0.9261 -1.8604
C -2.844 5.031 1.618 -0.2741 -0.7367 -0.2245
C 1.461 5.564 1.931 1.1916 -0.6924 -2.3738
C 1.536 -4.920 -4.291 0.6294 0.7725 0.3273
C 6.396 -6.044 -4.774 0.4025 -0.0979 0.8733
C -0.153 -6.313 -4.584 -0.4852 -0.4179 0.4647
C -1.489 2.818 1.575 -0.9402 -0.4531 1.1644
C 0.195 1.207 3.147 -1.3633 -0.7588 1.3096
C -1.644 2.278 9.312 -0.2868 -0.6303 -0.2023
C 1.882 5.048 0.672 -1.6803 0.4115 2.6731
C 1.154 3.733 0.081 2.2010 -0.6361 0.6105
C -0.973 -1.396 -5.023 -0.1991 -0.4662 -0.1104
C -5.902 1.095 -2.795 -0.3508 -0.3183 0.5508
H 0.846 -7.234 -6.267 0.1736 0.2008 0.0241
H -2.622 3.686 3.396 1.2239 0.3187 -0.8511
H -3.393 1.877 2.471 1.2284 -0.4945 -1.2556
H -1.550 3.244 0.522 0.7714 -0.6808 1.3819
H 0.891 -2.089 -4.164 -0.2205 0.0012 -0.1030
H 1.523 -7.683 -4.689 -0.2058 0.0773 0.1146
H 0.156 3.954 -0.400 1.1278 -0.1487 0.9910
H -4.923 0.169 -4.483 0.1364 0.1868 0.0091
H -3.310 5.885 2.202 0.7814 -0.9542 -0.6778
H 6.202 -5.866 -3.716 -0.0762 -0.2073 -0.0973
H -3.720 4.444 1.154 1.2921 0.7747 0.7144
H -3.220 1.666 0.624 0.7814 0.1007 1.4804
H 3.886 0.928 3.277 -1.6760 0.5881 -0.7588
H -2.168 0.645 1.727 -0.8655 1.3726 0.0179
H 2.741 5.555 0.134 -1.7318 -0.4167 0.1842
H 1.034 4.911 2.755 -0.0901 0.9625 -1.5355
H 0.205 1.572 10.193 -0.2233 -0.0676 -0.1152
H 7.472 -5.967 -4.952 -0.1152 0.1655 -0.1489
H 2.176 -2.484 5.221 -0.3460 0.5999 -0.4067
H 0.398 2.956 9.097 -0.0517 0.1088 0.1896
H 1.060 -0.699 -5.256 -0.0592 0.1404 0.1982
H -1.058 4.662 2.888 -1.2217 -1.0683 -0.1105
H -1.976 3.031 8.592 -0.0514 -0.1798 -0.0592
H 1.590 6.666 2.159 0.5289 -1.6252 -0.0202
H -4.231 -0.279 -2.910 -0.1853 0.0922 0.1400
H -2.233 5.424 0.725 -0.7985 -0.4386 1.5023
H -6.617 1.578 -3.467 -0.0994 -0.0871 0.1470
H -0.863 -5.830 -5.262 -0.0747 -0.0675 0.1478
H 4.617 -4.871 -5.262 0.0801 0.1593 -0.0875
H 1.815 3.278 -0.744 -0.9006 0.7091 1.2534
H -1.319 -0.643 -5.737 -0.0820 -0.2051 -0.0677
```
Forces are in eV/Å.

Output
Kohn-Sham gap   7.6 eV
SMILES string   C=CCC1=C([C@@H](C)CC)C(=O)C(P(O)Br)=CC1=O.O=C1OC[C@@H](F)O1.O=C1OC[C@@H](F)O1.O=C1OC[C@@H](F)O1.O=C1OC[C@@H](F)O1.O=C1OC[C@@H](F)O1

Results of the Löwdin charge analysis, in e, for atoms 1 through 6:
1 Br 0.2845
2 P 0.5780
3 F 0.0174
4 F 0.0848
5 F 0.0798
6 F 0.0789